(1)
An isolated molecule of C3H4O2S2 in a non-equilibrium geometry. Source: the OMol25 dataset; level of theory: ωB97M-V/def2-TZVPD.

Energy (eV): -28939.73954
Energy above the lowest of the compared OMol25 structures with the same formula, charge and spin (kJ/mol): 126.75
HOMO (eV): -9.078
Total charge: 0
SMILES: COC(=S)C(=O)S
Kohn-Sham gap (eV): 8.315

Last column: Löwdin charge in e.
Atoms and positions in Å:
C: 0.48727 0.34780 1.53578  0.0214
C: -0.94514 -0.58316 -0.23338  -0.9001
C: 0.36292 -0.46817 -1.01750  -0.7851
H: 1.22678 -0.46083 1.46779  0.0909
H: 0.80021 1.19016 0.91968  0.1012
H: 0.22581 0.52750 2.54370  0.0815
H: -0.59588 1.23735 -2.20271  -0.1199
O: -0.83076 -0.19739 1.02409  -0.1327
O: 1.39735 -0.92025 -0.60040  0.0243
S: -2.38296 -0.97647 -0.81254  0.7887
S: 0.25440 0.30347 -2.62452  0.8299

Cartesian forces (eV/Å) of the 3 atoms listed first:
-0.849 -1.740 -1.121
0.440 1.069 0.628
0.174 -0.513 -0.554

=====

(2)
A structure of composition C4H12NO2P in a non-equilibrium geometry. Source: the OMol25 dataset; level of theory: ωB97M-V/def2-TZVPD.

Energy (eV): -19215.69119
Energy above the lowest of the compared OMol25 structures with the same formula, charge and spin (kJ/mol): 199.48
HOMO (eV): -8.662
Total charge: 0
Kohn-Sham gap (eV): 9.163

Last column: Löwdin charge in e.
Atoms and positions in Å:
C: -0.83956 0.85542 -1.08018  0.0633
C: 1.51271 1.56467 -1.18942  -0.0586
C: -1.98877 -2.49809 0.43470  -0.0309
C: 0.30047 1.11178 -0.45760  -0.4528
N: 0.65358 0.91758 0.91836  -0.0156
O: 3.28460 -0.36676 1.29948  -0.3021
O: 2.07118 -1.42309 -0.49721  -0.4340
P: 1.81862 -1.08673 0.88134  0.7231
H: -0.97129 -2.30944 0.01089  0.0134
H: -0.93026 1.12120 -2.09658  0.0589
H: -1.64024 0.46958 -0.52201  0.0400
H: 2.18284 0.71644 -1.43158  0.0866
H: 1.20264 2.21727 -1.91224  0.0468
H: 2.11091 2.27139 -0.56097  0.0950
H: -1.89560 -3.61278 0.18186  0.0558
H: -2.07283 -2.34904 1.41437  -0.0340
H: -2.63112 -2.18341 -0.29854  -0.0178
H: 0.04875 0.89342 1.71621  0.1014
H: 1.42801 1.45053 1.25103  0.0682
H: 3.35694 0.12235 2.08344  -0.0067

Cartesian forces (eV/Å) of the 3 atoms listed first:
0.827 0.270 1.407
1.636 -0.222 2.400
4.046 -4.134 -4.437

=====

Number 1: LUMO level -0.8 eV. Number 2: LUMO level 0.5 eV.